Computed, not measured: a molecular structure, C49H75Ge2N8O2P2Pt in a non-equilibrium geometry, with wB97M-V/def2-TZVPD.

Geometry (Å):
Pt: -0.30 0.06 -0.19
C: -0.77 0.22 4.04
C: 0.50 0.53 4.48
C: 1.55 0.55 3.56
C: 1.28 0.26 2.24
N: 0.04 -0.04 1.83
C: -0.97 -0.05 2.70
C: 2.32 0.33 1.17
C: 3.68 0.18 1.39
C: 4.55 0.35 0.32
C: 4.04 0.65 -0.93
C: 2.67 0.75 -1.08
N: 1.84 0.59 -0.05
H: -1.61 0.18 4.73
H: 0.69 0.77 5.51
H: 2.54 0.83 3.86
H: -1.94 -0.29 2.30
H: 4.04 -0.08 2.38
H: 5.61 0.23 0.47
H: 4.69 0.81 -1.78
H: 2.20 0.96 -2.04
O: -0.35 -0.17 -2.26
P: -1.31 -0.46 -3.42
N: -0.67 -1.70 -4.29
C: -1.19 -2.02 -5.65
C: -0.08 -2.85 -6.28
C: 1.19 -2.25 -5.67
C: 0.78 -2.01 -4.22
N: -2.81 -0.81 -2.91
C: -3.88 -1.35 -3.78
C: -5.13 -1.34 -2.90
C: -4.57 -1.39 -1.47
C: -3.35 -0.49 -1.58
N: -1.51 0.76 -4.50
C: -0.31 1.28 -5.18
C: -0.82 2.55 -5.85
C: -1.76 3.12 -4.79
C: -2.43 1.88 -4.17
H: -1.37 -1.11 -6.22
H: -2.13 -2.57 -5.59
H: -0.10 -2.80 -7.37
H: -0.17 -3.90 -5.98
H: 1.43 -1.31 -6.17
H: 2.05 -2.91 -5.75
H: 0.94 -2.92 -3.64
H: 1.34 -1.20 -3.75
H: -3.63 -2.37 -4.08
H: -4.00 -0.75 -4.69
H: -5.79 -2.17 -3.13
H: -5.69 -0.41 -3.04
H: -4.26 -2.41 -1.21
H: -5.28 -1.05 -0.73
H: -2.63 -0.70 -0.79
H: -3.65 0.55 -1.51
H: 0.09 0.56 -5.89
H: 0.48 1.53 -4.45
H: -1.38 2.28 -6.75
H: -0.02 3.23 -6.12
H: -2.49 3.81 -5.20
H: -1.18 3.64 -4.03
H: -3.41 1.69 -4.63
H: -2.57 1.99 -3.10
O: -1.36 -2.17 0.36
P: -0.97 -3.63 0.47
N: -1.75 -4.55 -0.64
C: -2.70 -5.66 -0.39
C: -3.06 -6.16 -1.79
C: -2.82 -4.95 -2.69
C: -1.57 -4.33 -2.08
N: 0.66 -3.77 0.18
C: 1.31 -2.87 -0.77
C: 2.78 -3.28 -0.73
C: 2.97 -3.77 0.70
C: 1.65 -4.45 1.04
N: -1.36 -4.31 1.90
C: -1.75 -3.49 3.07
C: -1.49 -4.38 4.29
C: -0.56 -5.49 3.78
C: -1.04 -5.68 2.35
H: -3.58 -5.31 0.15
H: -2.24 -6.46 0.21
H: -4.08 -6.53 -1.83
H: -2.40 -6.98 -2.08
H: -3.66 -4.26 -2.62
H: -2.68 -5.23 -3.73
H: -1.47 -3.26 -2.30
H: -0.67 -4.85 -2.45
H: 1.19 -1.82 -0.46
H: 0.88 -2.95 -1.76
H: 3.44 -2.45 -0.99
H: 2.95 -4.09 -1.44
H: 3.15 -2.93 1.38
H: 3.81 -4.47 0.79
H: 1.39 -4.35 2.09
H: 1.69 -5.52 0.81
H: -2.81 -3.20 3.00
H: -1.16 -2.57 3.11
H: -2.42 -4.83 4.64
H: -1.05 -3.83 5.12
H: -0.63 -6.40 4.36
H: 0.48 -5.15 3.79
H: -1.95 -6.28 2.35
H: -0.32 -6.15 1.69
C: -4.98 2.37 -0.69
Ge: -3.69 2.61 0.76
C: -3.93 4.41 1.46
C: -4.08 1.23 2.09
Ge: -1.24 2.31 0.13
C: -0.88 3.70 -1.20
C: -1.91 4.54 -1.61
C: -1.65 5.66 -2.38
C: -0.35 5.95 -2.77
C: 0.69 5.10 -2.41
C: 0.42 3.98 -1.64
C: -0.30 3.03 1.72
C: -0.96 3.31 2.91
C: -0.29 3.87 3.99
C: 1.07 4.15 3.91
C: 1.75 3.85 2.73
C: 1.07 3.30 1.65
H: -5.91 2.85 -0.36
H: -5.19 1.31 -0.87
H: -4.67 2.83 -1.63
H: -4.82 4.38 2.10
H: -4.11 5.11 0.65
H: -3.09 4.77 2.05
H: -5.16 1.21 2.26
H: -3.59 1.43 3.05
H: -3.77 0.25 1.73
H: -2.94 4.33 -1.31
H: -2.46 6.32 -2.68
H: -0.14 6.83 -3.36
H: 1.70 5.32 -2.71
H: 1.24 3.32 -1.36
H: -2.02 3.11 3.01
H: -0.83 4.10 4.90
H: 1.59 4.59 4.74
H: 2.81 4.07 2.65
H: 1.62 3.09 0.74

Properties
Kohn-Sham gap (alpha / beta)   6.69 / 6.58 eV
E_tot   -202895.703 eV
Max |F|   1.3 eV/A
Charge   +2
Energy relative to the best compared isomer or geometry (same formula, charge and spin)   13.0 kJ/mol
2S+1   2
<S²>   0.754
E_HOMO (alpha / beta)   -12.601 / -12.614 eV